*w*
Below is a cluster of 2 separate species, C5H14 in total, with properties calculated with ωB97M-V/def2-TZVPD.

Bonds (Å) are listed after each position.
CARTESIAN COORDINATES (ANGSTROEM)
1 C 1.48 -2.29 0.58  C2 1.492, H4 1.187, H5 0.990, H6 1.118
2 C 1.45 -1.58 -0.73  C1 1.492, C3 1.555, H7 1.145, H8 1.061
3 C 0.26 -0.58 -0.80  C2 1.555, H9 1.167, H10 1.121, H11 1.143
4 H 1.13 -1.58 1.46  C1 1.187
5 H 2.29 -2.72 0.95  C1 0.990
6 H 0.79 -3.16 0.43  C1 1.118
7 H 2.46 -1.05 -0.81  C2 1.145
8 H 1.49 -2.26 -1.55  C2 1.061
9 H -0.64 -1.10 -0.27  C3 1.167
10 H 0.39 0.45 -0.38  C3 1.121
11 H 0.03 -0.48 -1.91  C3 1.143
12 C -1.02 2.74 0.35  C13 1.550, H14 1.077, H15 1.163, H16 1.049
13 C -2.01 1.55 0.46  C12 1.550, H17 1.198, H18 1.137, H19 1.098
14 H -1.43 3.71 0.56  C12 1.077
15 H -0.06 2.71 1.00  C12 1.163
16 H -0.62 2.80 -0.62  C12 1.049
17 H -1.81 1.14 1.56  C13 1.198
18 H -3.09 1.90 0.60  C13 1.137
19 H -1.93 0.62 -0.11  C13 1.098

Its SMILES is CCC.CC. For the HOMO energy, the calculation gives -10.99 eV. The charge is 0. The spin multiplicity is 1.

---

*x*
Below is a cluster of 2 separate species, C5H14 in total, with properties calculated with ωB97M-V/def2-TZVPD.

Bonds (Å) are listed after each position.
CARTESIAN COORDINATES (ANGSTROEM)
1 C 0.86 1.31 -0.54  C2 1.535, H4 1.148, H5 1.140, H6 1.091
2 C -0.43 1.52 -1.35  C1 1.535, C3 1.492, H7 1.132, H8 1.138
3 C -0.63 0.61 -2.51  C2 1.492, H9 1.082, H10 1.135, H11 1.157
4 H 0.96 0.17 -0.45  C1 1.148
5 H 0.85 1.98 0.39  C1 1.140
6 H 1.66 1.63 -1.21  C1 1.091
7 H -1.29 1.66 -0.62  C2 1.132
8 H -0.33 2.52 -1.89  C2 1.138
9 H -0.58 1.15 -3.44  C3 1.082
10 H -0.12 -0.40 -2.42  C3 1.135
11 H -1.73 0.26 -2.56  C3 1.157
12 C 0.44 -2.32 2.03  C13 1.529, H14 1.078, H15 1.100, H16 1.137
13 C -0.22 -0.97 2.29  C12 1.529, H17 1.138, H18 1.091, H19 1.098
14 H 1.05 -2.70 2.82  C12 1.078
15 H -0.46 -2.92 1.79  C12 1.100
16 H 0.96 -2.38 1.02  C12 1.137
17 H 0.44 -0.22 1.74  C13 1.138
18 H -0.30 -0.76 3.36  C13 1.091
19 H -1.26 -0.97 1.92  C13 1.098

Its SMILES is CCC.CC. For the HOMO energy, the calculation gives -10.78 eV. The charge is 0. The spin multiplicity is 1.

---

*x* is the most stable structure shown above.